{
  "formula": "C48H51Br2N7O2PS3SiSn",
  "method": "wB97M-V/def2-TZVPD",
  "charge": -1,
  "gap_ev": 7.16,
  "max_force_ev_per_a": 0.3,
  "de_lowest_kcal_mol": 2.8,
  "symbols": ["Sn", "C", "C", "C", "C", "C", "C", "N", "N", "Si", "C", "C", "C", "H", "H", "H", "H", "H", "H", "H", "H", "H", "H", "H", "H", "H", "H", "H", "Br", "C", "C", "C", "Br", "C", "C", "C", "C", "N", "C", "C", "O", "H", "H", "H", "H", "S", "P", "S", "C", "C", "C", "C", "C", "C", "C", "C", "C", "C", "C", "C", "H", "H", "H", "H", "H", "H", "H", "H", "H", "H", "C", "N", "C", "N", "C", "N", "C", "N", "C", "C", "H", "H", "H", "H", "H", "H", "H", "H", "H", "H", "H", "H", "O", "S", "C", "C", "C", "C", "C", "C", "C", "C", "C", "C", "C", "C", "H", "H", "H", "H", "H", "H", "H", "H", "H", "H"],
  "coordinates": [[-0.0422, -0.1122, -0.2265], [0.9840, 0.0574, 3.7311], [0.7615, -1.3033, 3.1479], [0.8825, -2.4655, 3.8945], [0.6767, -3.6847, 3.2535], [0.3298, -3.7392, 1.9221], [0.1912, -2.5252, 1.2150], [0.4518, -1.3590, 1.8502], [-0.1644, -2.3633, -0.0830], [-0.9191, -3.5529, -1.0831], [0.3331, -4.6136, -1.9938], [-2.0105, -2.6797, -2.3278], [-2.0196, -4.7183, -0.0750], [0.9665, 0.0252, 4.8202], [0.2195, 0.7492, 3.3752], [1.9482, 0.4649, 3.4152], [1.1366, -2.4150, 4.9441], [0.7860, -4.6091, 3.8099], [0.1676, -4.6865, 1.4272], [0.8891, -4.0309, -2.7309], [-0.1674, -5.4335, -2.5183], [1.0521, -5.0538, -1.2963], [-1.4228, -2.2172, -3.1169], [-2.5765, -1.8861, -1.8349], [-2.7183, -3.3755, -2.7884], [-1.5041, -5.6448, 0.1908], [-2.8985, -4.9973, -0.6641], [-2.3708, -4.2563, 0.8509], [0.5326, -1.9408, -5.1182], [-0.3530, -0.2929, -4.7959], [-1.0096, 0.3264, -5.8694], [-1.5934, 1.5469, -5.7116], [-2.5071, 2.3267, -7.1870], [-1.4971, 2.2394, -4.4780], [-1.9819, 3.5470, -4.2493], [-1.7667, 4.1450, -3.0414], [-1.0647, 3.4391, -2.0444], [-0.6261, 2.2201, -2.2155], [-0.8348, 1.6033, -3.4004], [-0.2950, 0.2562, -3.5162], [0.2367, -0.3419, -2.5124], [-1.0475, -0.1787, -6.8246], [-2.5031, 4.0638, -5.0443], [-2.1154, 5.1511, -2.8457], [-0.8553, 3.8930, -1.0802], [3.9083, 2.7482, 2.5309], [2.1023, 3.5482, 2.3315], [0.8325, 2.8109, 0.9802], [1.2539, 3.5334, 3.9657], [-0.1332, 3.6331, 4.0351], [-0.7767, 3.6482, 5.2646], [-0.0395, 3.5600, 6.4379], [1.3429, 3.4550, 6.3747], [1.9866, 3.4414, 5.1443], [2.2736, 5.3593, 2.0635], [3.3664, 6.0430, 2.5883], [3.4724, 7.4181, 2.4377], [2.4888, 8.1234, 1.7572], [1.4011, 7.4462, 1.2248], [1.2943, 6.0702, 1.3778], [-0.7037, 3.6715, 3.1147], [-1.8572, 3.7182, 5.3059], [-0.5424, 3.5638, 7.3975], [1.9240, 3.3739, 7.2855], [3.0630, 3.3364, 5.0818], [4.1400, 5.4801, 3.0964], [4.3302, 7.9388, 2.8461], [2.5738, 9.1966, 1.6355], [0.6357, 7.9882, 0.6822], [0.4591, 5.5302, 0.9486], [2.7725, 0.7523, -1.4196], [2.3134, -0.4225, -0.6041], [3.1368, -0.4298, 0.6480], [4.5594, -0.5104, 0.3514], [4.9377, 0.6405, -0.4739], [4.1884, 0.6652, -1.7338], [4.4326, -0.5805, -2.4559], [4.0541, -1.7584, -1.6673], [2.6345, -1.6704, -1.3587], [4.8083, -1.7300, -0.4122], [2.5715, 1.6568, -0.8429], [2.1836, 0.7640, -2.3337], [2.8483, -1.2966, 1.2396], [2.9294, 0.4866, 1.2039], [6.0057, 0.5778, -0.6948], [4.7343, 1.5552, 0.0836], [5.4949, -0.6458, -2.7019], [3.8525, -0.5789, -3.3813], [2.3379, -2.5163, -0.7391], [2.0461, -1.6679, -2.2756], [5.8751, -1.7959, -0.6378], [4.5210, -2.5952, 0.1904], [-3.1052, -1.1193, 2.5588], [-3.3808, -1.2737, 1.1076], [-5.0453, -1.9304, 0.9541], [-5.9327, -1.7929, 2.0088], [-7.2085, -2.3204, 1.8862], [-7.5830, -2.9797, 0.7207], [-6.6791, -3.1260, -0.3217], [-5.3961, -2.6079, -0.2036], [-3.7101, 0.3841, 0.4871], [-4.0870, 0.5923, -0.8343], [-4.2153, 1.8891, -1.3039], [-3.9670, 2.9618, -0.4553], [-3.5828, 2.7398, 0.8577], [-3.4462, 1.4428, 1.3368], [-5.6031, -1.2885, 2.9090], [-7.9143, -2.2203, 2.7010], [-8.5806, -3.3909, 0.6317], [-6.9661, -3.6547, -1.2217], [-4.6704, -2.7398, -0.9988], [-4.2758, -0.2439, -1.4955], [-4.4906, 2.0636, -2.3367], [-4.0543, 3.9734, -0.8308], [-3.3653, 3.5766, 1.5093], [-3.1115, 1.2370, 2.3455]]
}

---

{
  "formula": "C17H29N2O4P2Tb",
  "method": "wB97M-V/def2-TZVPD",
  "multiplicity": 7,
  "gap_ev": [6.50, 6.61],
  "max_force_ev_per_a": 2.3,
  "symbols": ["C", "C", "N", "C", "C", "C", "C", "P", "Tb", "P", "C", "C", "C", "C", "C", "C", "C", "O", "O", "H", "H", "H", "C", "C", "H", "H", "H", "H", "C", "C", "H", "H", "H", "H", "H", "H", "H", "H", "H", "H", "H", "H", "H", "H", "H", "H", "H", "H", "H", "H", "H", "H", "O", "N", "O"],
  "coordinates": [[-0.1081, -4.1834, 0.3078], [0.0547, -2.8123, 0.6165], [-0.8397, -1.8738, 0.0858], [-1.9075, -2.3239, -0.6159], [-2.1875, -3.6794, -0.7764], [-1.2553, -4.6221, -0.3135], [1.0962, -2.4182, 1.4707], [1.4460, -0.7460, 2.0124], [-0.7320, 0.5057, 0.7103], [-2.1550, 0.2907, -1.7110], [-2.9106, -1.3050, -1.1805], [0.5176, 2.6303, 0.2130], [0.5923, 3.3768, 1.3883], [1.0584, 4.7140, 1.3226], [1.4365, 5.2655, 0.0972], [1.3522, 4.5060, -1.0709], [0.8982, 3.1665, -1.0135], [3.5604, -2.9709, -0.7613], [3.6482, 0.4236, -1.8160], [0.6719, -4.8668, 0.6378], [-3.1256, -3.9749, -1.2685], [-1.4497, -5.6791, -0.4547], [0.9192, -1.0515, 3.7385], [3.2190, -0.3710, 2.1548], [-3.4195, -1.7216, -2.0632], [-3.6784, -1.0765, -0.4209], [2.7629, -2.6639, -0.2798], [1.8496, -3.2124, 1.6783], [-3.5640, 1.4423, -1.6037], [-1.9862, 0.0353, -3.4982], [0.2852, 2.9409, 2.3567], [1.1174, 5.3006, 2.2405], [1.7897, 6.2878, 0.0503], [1.6440, 4.9265, -2.0369], [0.8451, 2.5555, -1.9281], [0.5526, 0.3549, -0.8195], [3.7262, 0.9562, -0.9990], [3.3716, -0.4499, -1.5231], [3.2224, -3.1861, -1.6545], [0.1550, 0.3782, -1.4748], [1.7178, -1.6464, 4.1990], [0.7317, -0.1191, 4.2843], [-0.0001, -1.6502, 3.7023], [3.7107, -1.1024, 2.8023], [3.7135, -0.3519, 1.1778], [3.3274, 0.6274, 2.5986], [-2.9843, -0.0990, -3.9391], [-1.4995, 0.9137, -3.9460], [-1.3703, -0.8518, -3.6979], [-4.3719, 1.0669, -2.2491], [-3.8974, 1.5481, -0.5594], [-3.2137, 2.4237, -1.9595], [-3.7244, 1.9682, 1.8655], [-2.7452, 1.4112, 1.4905], [-1.8676, 0.9927, 2.4328]]
}

---

{
  "formula": "C28H61F3N11O8",
  "method": "wB97M-V/def2-TZVPD",
  "charge": 1,
  "gap_ev": 7.29,
  "max_force_ev_per_a": 9.5,
  "symbols": ["C", "C", "O", "N", "N", "C", "C", "C", "C", "F", "F", "F", "N", "C", "N", "H", "H", "H", "H", "H", "H", "H", "H", "H", "H", "H", "H", "C", "C", "O", "N", "C", "H", "H", "H", "H", "H", "H", "H", "C", "C", "O", "N", "C", "H", "H", "H", "H", "H", "H", "H", "C", "C", "O", "N", "C", "H", "H", "H", "H", "H", "H", "H", "C", "C", "O", "N", "C", "H", "H", "H", "H", "H", "H", "H", "C", "C", "O", "N", "C", "H", "H", "H", "H", "H", "H", "H", "C", "C", "O", "N", "C", "H", "H", "H", "H", "H", "H", "H", "C", "C", "O", "N", "C", "H", "H", "H", "H", "H", "H", "H"],
  "coordinates": [[-0.2098, -2.9510, 1.5184], [0.7959, -2.4083, 0.3393], [2.2439, -2.4364, 0.7323], [2.5253, -1.1029, 0.8836], [2.1977, -0.3605, 2.0178], [2.6669, 1.0533, 1.6808], [2.5562, 2.4535, 2.5503], [1.2482, 3.2871, 1.9343], [1.6914, 4.5043, 0.9073], [0.5365, 4.8044, -0.0196], [2.8350, 4.1557, 0.0195], [2.0647, 5.6840, 1.7444], [3.3457, 1.1944, 0.3200], [3.2236, -0.2472, -0.1500], [3.7550, -0.5250, -1.3852], [-0.7387, -1.9978, 1.9946], [0.4394, -3.4276, 2.3806], [-0.9838, -3.6974, 1.0375], [0.4902, -1.2707, 0.1461], [0.6722, -2.9492, -0.6993], [1.7375, -0.6756, 2.9052], [2.3321, 2.2037, 3.6833], [3.5604, 3.0487, 2.3907], [0.5861, 2.5067, 1.3233], [0.5262, 3.6845, 2.7961], [3.2464, -0.5367, -2.2966], [4.7935, -0.7541, -1.4103], [-3.0194, -1.1049, 5.2704], [-2.7452, -0.5727, 3.8911], [-1.6590, -0.0873, 3.5828], [-3.7454, -0.6392, 2.9663], [-5.0788, -1.1672, 3.1290], [-2.1284, -0.9822, 5.8928], [-3.8407, -0.5487, 5.7299], [-3.2611, -2.1699, 5.2198], [-3.4839, -0.2614, 2.0627], [-5.2142, -1.9738, 2.4040], [-5.7890, -0.3659, 2.9100], [-5.2574, -1.5477, 4.1351], [8.6463, -1.7693, -2.9919], [7.3540, -1.0594, -3.2867], [6.5216, -0.8291, -2.4123], [7.1155, -0.6664, -4.5706], [7.9579, -0.8411, -5.7295], [8.6913, -2.0186, -1.9278], [8.7033, -2.6975, -3.5666], [9.4931, -1.1203, -3.2304], [6.2255, -0.1956, -4.6887], [8.1814, 0.1478, -6.1378], [7.3980, -1.4165, -6.4712], [8.8892, -1.3574, -5.4948], [-6.1146, -1.1858, -0.1726], [-7.3672, -0.6573, 0.4696], [-7.6900, -0.9589, 1.6165], [-8.1577, 0.1819, -0.2590], [-7.9558, 0.6524, -1.6084], [-5.5916, -1.8398, 0.5310], [-6.3671, -1.7681, -1.0627], [-5.4498, -0.3582, -0.4340], [-8.9818, 0.4946, 0.2418], [-7.9080, 1.7440, -1.5827], [-8.8177, 0.3457, -2.2063], [-7.0429, 0.2581, -2.0559], [-10.4063, 2.0639, -5.8390], [-9.6302, 2.7517, -4.7502], [-8.4013, 2.7596, -4.7297], [-10.3291, 3.3811, -3.7626], [-11.7603, 3.4850, -3.6080], [-9.7116, 1.6094, -6.5511], [-11.0298, 1.2737, -5.4127], [-11.0237, 2.7899, -6.3748], [-9.7364, 3.8200, -3.0671], [-12.0238, 4.5457, -3.6001], [-12.0299, 3.0419, -2.6459], [-12.3044, 2.9803, -4.4069], [9.3163, -2.0493, 2.3507], [8.5480, -1.5582, 1.1550], [9.0351, -1.5450, 0.0267], [7.2720, -1.1174, 1.3482], [6.5263, -1.0528, 2.5823], [10.3151, -2.3666, 2.0376], [9.4233, -1.2450, 3.0833], [8.8060, -2.9068, 2.7974], [6.8213, -0.8034, 0.4962], [5.6252, -1.6602, 2.4656], [6.2375, -0.0120, 2.7491], [7.1005, -1.4130, 3.4365], [-1.3574, 4.0364, 6.8108], [-2.1855, 2.8930, 6.2932], [-2.2310, 1.8075, 6.8677], [-2.9019, 3.0852, 5.1487], [-2.9814, 4.2736, 4.3335], [-0.8456, 3.7306, 7.7278], [-0.6026, 4.3169, 6.0714], [-2.0003, 4.8897, 7.0425], [-3.4332, 2.2699, 4.8648], [-4.0282, 4.5848, 4.2900], [-2.6420, 4.0167, 3.3268], [-2.3744, 5.0903, 4.7255], [4.4839, -4.7005, -5.8426], [5.2600, -4.0128, -4.7537], [6.4888, -4.0048, -4.7332], [4.5611, -3.3834, -3.7661], [3.1298, -3.2794, -3.6115], [5.1786, -5.1551, -6.5547], [3.8603, -5.4907, -5.4162], [3.8665, -3.9745, -6.3783], [5.1538, -2.9445, -3.0706], [2.8664, -2.2187, -3.6036], [2.8603, -3.7225, -2.6495], [2.5858, -3.7841, -4.4105]]
}

---

{
  "formula": "C32H47BrCrN7O10S",
  "method": "wB97M-V/def2-TZVPD",
  "multiplicity": 2,
  "gap_ev": [7.38, 7.88],
  "max_force_ev_per_a": 1.8,
  "de_lowest_kcal_mol": 4.7,
  "symbols": ["Cr", "O", "C", "O", "C", "C", "C", "C", "C", "C", "O", "N", "O", "O", "N", "O", "O", "H", "H", "C", "C", "C", "C", "C", "C", "C", "Br", "C", "O", "C", "C", "C", "C", "C", "C", "H", "H", "H", "H", "H", "H", "H", "H", "H", "H", "H", "H", "H", "H", "H", "H", "H", "H", "H", "H", "C", "N", "C", "C", "C", "O", "H", "H", "H", "H", "H", "H", "H", "H", "H", "C", "C", "C", "C", "N", "C", "N", "N", "N", "H", "H", "H", "H", "H", "H", "H", "H", "H", "H", "C", "S", "C", "O", "H", "H", "H", "H", "H", "H"],
  "coordinates": [[-0.1622, -0.2834, -0.2016], [-0.8422, 0.0518, 3.8118], [-1.1186, -0.1133, 2.6325], [-0.2414, -0.3921, 1.7262], [-2.5613, -0.0602, 2.1948], [-3.5289, 0.0779, 3.1616], [-4.8811, 0.0543, 2.8330], [-5.2819, -0.1716, 1.5277], [-4.3306, -0.3648, 0.5520], [-2.9257, -0.2356, 0.8269], [-2.0830, -0.2587, -0.1328], [-4.7759, -0.7552, -0.7674], [-4.0580, -1.4960, -1.4257], [-5.8678, -0.3727, -1.1418], [-5.8844, 0.2122, 3.8618], [-5.5059, 0.3621, 5.0102], [-7.0571, 0.1831, 3.5261], [-3.2242, 0.2043, 4.1909], [-6.3341, -0.2366, 1.2920], [1.2238, 4.9097, -5.8368], [-0.0570, 4.9039, -4.9884], [-1.2822, 4.9965, -5.9097], [-0.0406, 6.1423, -4.0884], [-0.1138, 3.6080, -4.1858], [-0.0733, 3.5898, -2.8028], [-0.1082, 2.3767, -2.1455], [-0.0393, 2.3042, -0.2152], [-0.1957, 1.1287, -2.7734], [-0.1999, 0.0174, -2.0794], [-0.2622, 1.1517, -4.1980], [-0.2066, 2.3748, -4.8407], [-0.4299, -0.1692, -4.9549], [0.7442, -1.1138, -4.6403], [-1.7557, -0.8139, -4.5125], [-0.4708, 0.0343, -6.4709], [1.2749, 5.8224, -6.4336], [1.2544, 4.0566, -6.5148], [2.1041, 4.8683, -5.1936], [-1.2789, 5.9477, -6.4449], [-2.2017, 4.9341, -5.3267], [-1.2886, 4.1965, -6.6496], [-0.0466, 7.0411, -4.7059], [0.8575, 6.1673, -3.4696], [-0.9196, 6.1725, -3.4434], [-0.0242, 4.4929, -2.2128], [-0.2531, 2.3825, -5.9209], [0.8082, -1.3129, -3.5740], [1.6859, -0.6735, -4.9761], [0.6038, -2.0643, -5.1596], [-1.7682, -0.9846, -3.4390], [-1.8954, -1.7725, -5.0173], [-2.5949, -0.1636, -4.7640], [0.4421, 0.5108, -6.8327], [-1.3306, 0.6375, -6.7662], [-0.5579, -0.9371, -6.9589], [2.5682, 3.1773, 3.6068], [2.6198, 1.7512, 3.8748], [2.7724, 1.3154, 5.2525], [2.4531, 0.8737, 2.8651], [2.4939, -0.5881, 3.2114], [2.2987, 1.2721, 1.7002], [3.3257, 3.6903, 4.1988], [1.5858, 3.5920, 3.8466], [2.7546, 3.3402, 2.5492], [2.9133, 2.1880, 5.8845], [3.6430, 0.6654, 5.3594], [1.8909, 0.7731, 5.5995], [3.4627, -0.8742, 3.6255], [2.2827, -1.1619, 2.3139], [1.7154, -0.8136, 3.9399], [-1.7631, -5.8918, 2.1267], [-2.6455, -5.6784, 0.8990], [-3.6267, -4.5276, 1.1194], [-1.7987, -5.4539, -0.3664], [-1.0082, -4.2432, -0.2949], [-1.3204, -2.9972, -0.6500], [-0.2958, -2.2353, -0.3261], [0.6419, -3.0322, 0.2182], [0.2233, -4.2324, 0.2419], [-2.3836, -6.0588, 3.0065], [-1.1384, -5.0196, 2.3191], [-1.1110, -6.7559, 1.9962], [-3.2181, -6.5925, 0.7172], [-3.0995, -3.6050, 1.3727], [-4.2958, -4.7608, 1.9465], [-4.2326, -4.3484, 0.2293], [-2.4459, -5.3870, -1.2402], [-1.1009, -6.2811, -0.4921], [-2.2384, -2.6554, -1.1032], [4.4217, -0.1213, 0.0409], [2.9060, 0.6625, -0.5714], [3.4038, 0.5380, -2.3276], [1.8875, -0.4503, -0.4592], [5.2839, 0.3976, -0.3714], [4.4012, -1.1631, -0.2718], [4.4263, -0.0518, 1.1244], [4.2715, 1.1741, -2.4957], [2.5675, 0.9072, -2.9200], [3.6158, -0.4972, -2.5871]]
}

---

{
  "formula": "C3H3N3O2",
  "method": "wB97M-V/def2-TZVPD",
  "smiles": "O=c1cncnn1O",
  "gap_ev": 9.17,
  "max_force_ev_per_a": 5.3,
  "de_lowest_kcal_mol": 115.0,
  "symbols": ["C", "C", "C", "H", "H", "H", "N", "N", "N", "O", "O"],
  "coordinates": [[1.5851, -0.4946, -0.1740], [0.3276, 1.4090, 0.0871], [-0.9496, 0.7915, -0.0817], [-1.1761, -2.2320, -0.1459], [2.4752, -1.0168, 0.0772], [0.3027, 2.5669, 0.2750], [-0.6612, -0.5228, -0.0581], [0.4995, -1.1865, -0.1067], [1.4667, 0.8049, 0.0961], [-1.7733, -1.3720, 0.1814], [-2.0965, 1.2523, -0.1504]]
}

---

{
  "formula": "C7H10ClN3O",
  "method": "wB97M-V/def2-TZVPD",
  "gap_ev": [7.52, 9.45],
  "max_force_ev_per_a": 4.1,
  "de_lowest_kcal_mol": 78.5,
  "symbols": ["C", "C", "C", "C", "C", "C", "C", "N", "N", "N", "O", "Cl", "H", "H", "H", "H", "H", "H", "H", "H", "H", "H"],
  "coordinates": [[4.5186, 0.2377, 0.2679], [3.4577, 1.1100, 0.4431], [2.8872, -0.7116, -0.7153], [1.1658, 1.0108, -0.4238], [-3.6829, 0.5463, 0.4351], [-2.3339, -0.0685, 0.4416], [-1.9988, -0.8338, -0.7409], [4.1351, -0.8806, -0.4636], [2.4194, 0.4761, -0.1964], [-0.5830, -1.3171, -0.8021], [0.5642, 1.9526, -0.1038], [-0.1064, -2.3102, 0.5182], [5.4574, 0.4052, 0.5918], [3.1992, 1.9156, 1.0177], [2.0538, -1.3275, -1.2305], [-3.6496, 1.2470, 1.2934], [-3.9416, 0.9687, -0.5106], [-4.3842, -0.2365, 0.5319], [-2.4730, -0.6862, 1.3022], [-1.5691, 0.6789, 0.7372], [-2.7124, -1.7842, -0.7085], [-2.4236, -0.3928, -1.6846]]
}

---

Q: What is the formula in the first record?
A: C48H51Br2N7O2PS3SiSn